Molecular formula: C33H64N7O7P
Method: DFT, ωB97M-V/def2-TZVPD

```
112
Properties=species:S:1:pos:R:3:mulliken_charge:R:1
C -5.089 6.631 0.729 -0.362
C -6.103 6.235 -0.503 -0.405
C -5.451 5.606 -1.871 -0.228
C -3.799 5.428 -1.954 0.151
O -3.242 4.863 -3.193 -0.402
C -3.663 3.424 -3.259 -0.645
P -3.068 2.449 -1.687 1.229
C -2.343 1.585 -0.147 -1.181
C -0.691 1.784 0.005 0.166
C 0.102 1.054 -1.231 -0.117
C 0.650 2.064 -2.401 -0.562
N 0.616 1.250 -3.710 0.240
C -0.680 0.964 -4.458 -0.115
C -0.370 0.039 -5.783 -0.697
C 1.274 -0.157 -5.663 -0.392
C 1.853 0.630 -4.346 -0.276
C -2.778 5.849 -0.702 -0.051
C -3.432 6.468 0.668 -0.449
H -5.522 7.072 1.738 0.272
H -7.262 6.391 -0.448 0.322
H -6.117 5.283 -2.799 0.310
H -4.833 3.312 -3.441 0.187
H -3.154 3.009 -4.250 0.373
H -1.947 3.359 -1.647 -0.489
H -3.131 1.205 -2.413 0.170
H -4.259 2.845 -0.929 -0.219
H -2.809 2.062 0.836 0.359
H -2.608 0.422 -0.199 0.345
H -0.379 2.893 0.212 -0.201
H -0.408 1.170 0.989 0.343
H 1.037 0.477 -0.787 -0.100
H -0.621 0.281 -1.747 0.331
H 0.015 3.034 -2.561 0.117
H 1.768 2.422 -2.207 0.293
H -1.711 1.372 -4.059 0.215
H -1.123 -0.395 -6.579 0.288
H 1.896 -0.799 -6.418 0.267
H 2.931 0.728 -3.896 0.281
H -1.633 5.661 -0.891 0.313
H -2.739 6.783 1.575 0.276
C -9.217 2.658 0.026 -0.985
N -8.303 1.916 -0.817 0.205
C -8.790 1.374 -2.069 -0.842
C -6.987 1.709 -0.463 0.073
O -6.162 1.092 -1.125 -0.634
H -10.053 2.008 0.300 0.356
H -9.591 3.521 -0.533 0.340
H -8.720 3.007 0.935 0.304
H -8.660 0.288 -2.062 0.179
H -8.201 1.794 -2.891 0.263
H -9.846 1.619 -2.211 0.385
H -6.724 2.163 0.507 0.333
C 3.411 -2.915 1.474 -1.101
N 3.011 -1.524 1.509 0.228
C 4.034 -0.500 1.441 -0.926
C 1.689 -1.145 1.604 -0.027
O 1.281 0.008 1.638 -0.505
H 4.072 -3.114 2.323 0.516
H 3.945 -3.106 0.539 0.339
H 2.542 -3.576 1.533 0.270
H 3.976 0.121 2.339 0.346
H 3.850 0.129 0.565 0.224
H 5.027 -0.951 1.368 0.347
H 0.997 -2.003 1.649 0.282
C 6.391 -7.636 3.692 -0.889
N 5.991 -6.245 3.727 0.144
C 7.013 -5.221 3.659 -0.864
C 4.669 -5.866 3.822 0.096
O 4.261 -4.713 3.856 -0.594
H 7.052 -7.835 4.541 0.327
H 6.925 -7.827 2.757 0.317
H 5.522 -8.297 3.751 0.289
H 6.956 -4.600 4.557 0.291
H 6.830 -4.592 2.783 0.254
H 8.007 -5.672 3.586 0.325
H 3.977 -6.724 3.867 0.295
C 11.841 -4.240 0.833 -0.907
N 11.681 -4.768 2.172 0.111
C 12.279 -4.053 3.281 -0.921
C 10.979 -5.927 2.422 0.118
O 10.806 -6.429 3.525 -0.599
H 12.908 -4.188 0.598 0.330
H 11.406 -3.237 0.794 0.331
H 11.341 -4.876 0.097 0.297
H 12.986 -4.714 3.791 0.295
H 11.493 -3.768 3.986 0.272
H 12.800 -3.159 2.928 0.377
H 10.568 -6.388 1.509 0.301
C 1.465 4.714 1.780 -0.358
N 2.744 4.389 2.377 0.159
C 3.557 5.460 2.913 -1.016
C 3.208 3.093 2.449 0.427
O 4.276 2.748 2.938 -0.652
H 1.630 5.396 0.941 0.367
H 0.838 5.201 2.532 0.384
H 0.959 3.815 1.418 -0.295
H 4.521 5.470 2.394 0.301
H 3.732 5.276 3.977 0.295
H 3.060 6.425 2.784 0.388
H 2.511 2.359 2.012 0.052
C -7.725 -4.339 -2.800 -0.915
N -8.778 -3.450 -2.356 0.123
C -9.413 -3.701 -1.080 -0.922
C -9.192 -2.373 -3.111 0.131
O -10.074 -1.583 -2.798 -0.592
H -8.127 -5.353 -2.876 0.340
H -6.913 -4.319 -2.068 0.334
H -7.336 -4.034 -3.776 0.291
H -10.484 -3.856 -1.239 0.300
H -9.276 -2.827 -0.436 0.259
H -8.981 -4.583 -0.600 0.376
H -8.643 -2.276 -4.062 0.297
```

Values from the calculation:
Spin multiplicity: 1
HOMO, eV: -7.458
E_tot, eV: -69292.5845
Largest force on an atom, hartree/bohr: 0.1300
Frontier orbital gap, eV: 7.686
Charge: 0
Structure (SMILES): c1ccc(OC[PH3]CCCCn2cccc2)cc1.CN(C)C=O.CN(C)C=O.CN(C)C=O.CN(C)C=O.CN(C)C=O.CN(C)C=O

Molecular formula: C33H65AlBCaN4O15
Method: DFT, ωB97M-V/def2-TZVPD

```
120
Properties=species:S:1:pos:R:3:mulliken_charge:R:1
C 4.033 -5.641 0.415 -0.809
C 3.681 -4.933 -0.667 -0.671
C 2.283 -4.485 -0.799 0.725
N 1.494 -5.219 -1.595 0.303
C 0.179 -4.965 -1.827 -1.034
B -0.593 -5.921 -2.825 0.233
N -1.746 -6.616 -2.548 -0.154
O 0.033 -6.112 -4.141 -0.640
C -0.375 -3.887 -1.188 -0.586
C 0.397 -3.092 -0.342 1.069
C -0.202 -1.938 0.402 -0.335
O -0.600 -2.172 1.511 -0.529
O -0.195 -0.771 -0.201 -0.279
C -1.077 0.227 0.384 -0.689
C -2.533 -0.133 0.205 -0.310
C -2.858 -0.352 -1.284 -0.807
C 1.750 -3.370 -0.157 -0.149
C 2.640 -2.514 0.706 -1.102
C 3.579 -1.659 -0.205 1.223
C 5.077 -1.902 0.099 -1.494
C 3.227 -0.154 -0.126 -1.547
H 4.744 -6.451 0.318 0.321
H 3.671 -5.423 1.412 0.292
H 4.441 -4.675 -1.396 0.416
H 1.917 -6.016 -2.056 0.347
H -2.572 -6.689 -3.280 0.354
H -2.134 -6.437 -1.629 0.199
H -0.690 -6.038 -4.764 0.195
H -1.418 -3.650 -1.341 0.858
H -0.819 0.435 1.419 0.396
H -0.890 1.150 -0.158 0.486
H -3.175 0.644 0.609 0.260
H -2.744 -1.053 0.745 0.306
H -3.808 0.100 -1.541 0.302
H -2.109 0.123 -1.919 0.304
H -2.872 -1.416 -1.520 0.147
H 3.216 -3.147 1.369 0.179
H 2.000 -1.827 1.245 0.750
H 3.416 -1.940 -1.245 0.347
H 5.612 -2.244 -0.783 0.211
H 5.174 -2.698 0.834 0.284
H 5.551 -1.010 0.495 0.500
H 2.601 0.125 -0.970 0.258
H 4.133 0.438 -0.188 0.530
H 2.685 0.086 0.785 0.292
C -0.451 -3.326 4.303 -0.176
O -0.489 -3.701 5.557 -0.478
H 0.365 -2.638 3.993 0.114
H -0.400 -4.172 3.558 0.175
H -1.382 -2.812 3.938 0.208
C -1.558 4.712 2.719 -0.649
O -2.204 5.007 1.475 -0.175
C -2.424 6.297 1.268 0.578
O -2.136 7.204 1.996 -0.547
O -3.042 6.424 0.082 -0.201
C -3.354 7.765 -0.293 -0.577
H -1.445 3.633 2.755 0.132
H -0.578 5.183 2.763 0.333
H -2.171 5.038 3.555 0.318
H -2.458 8.372 -0.401 0.323
H -4.035 8.231 0.418 0.309
H -3.845 7.686 -1.254 0.111
C -5.953 4.554 -2.752 0.014
C -4.855 5.221 -3.541 0.369
C -3.839 4.199 -3.966 -1.439
O -4.303 6.278 -2.709 -0.585
H -5.579 4.096 -1.838 0.002
H -6.697 5.299 -2.431 0.171
H -6.448 3.791 -3.353 0.017
H -5.255 5.724 -4.438 0.190
H -3.412 3.714 -3.085 0.337
H -3.016 4.645 -4.524 0.417
H -4.323 3.446 -4.586 0.278
H -3.947 5.866 -1.901 0.561
Al -6.435 7.253 -2.903 0.581
C -4.100 -0.208 -5.753 -0.958
C -4.528 0.465 -4.544 0.450
N -4.840 1.008 -3.585 -0.290
H -4.817 -0.967 -6.061 0.323
H -3.988 0.488 -6.582 0.310
H -3.140 -0.700 -5.588 0.214
O -3.930 -6.864 -4.074 -0.971
H -4.052 -7.485 -3.344 0.187
C -8.929 3.333 -5.127 -0.864
C -7.856 2.351 -5.672 -0.145
O -6.841 3.015 -6.243 -0.635
H -9.382 3.946 -5.905 0.322
H -9.740 2.785 -4.635 0.327
H -8.472 3.994 -4.386 0.085
H -8.390 1.624 -6.318 0.368
H -7.577 1.724 -4.785 0.129
C 5.801 0.639 6.950 -0.719
O 6.181 1.072 5.656 -0.326
C 7.550 1.439 5.532 -0.822
C 8.323 0.427 4.716 -0.073
N 8.478 -0.832 5.432 -0.307
C 8.975 -1.937 4.618 -0.826
C 8.139 -2.390 3.427 -0.323
O 6.908 -3.004 3.769 -0.451
C 5.842 -2.116 4.042 -0.477
H 4.714 0.600 6.975 0.234
H 6.184 -0.362 7.176 0.299
H 6.145 1.336 7.719 0.341
H 8.010 1.597 6.511 0.399
H 7.571 2.393 4.999 0.391
H 9.314 0.833 4.491 0.392
H 7.785 0.300 3.766 0.067
H 7.584 -1.100 5.821 0.079
H 9.083 -2.796 5.285 0.365
H 9.980 -1.685 4.264 0.417
H 8.713 -3.160 2.905 0.393
H 7.975 -1.584 2.700 0.249
H 5.902 -1.206 3.438 0.176
H 5.797 -1.853 5.101 0.277
H 4.910 -2.632 3.801 0.234
C -5.707 2.957 0.555 0.841
O -4.635 2.452 0.894 -0.501
O -6.151 4.068 0.961 -0.448
O -6.497 2.450 -0.296 -0.403
Ca -0.744 -4.188 -5.269 1.012
```

Values from the calculation:
Spin multiplicity: 1
HOMO, eV: -8.136
E_tot, eV: -97635.2279
Largest force on an atom, hartree/bohr: 0.0649
Frontier orbital gap, eV: 1.389
Charge: +1

Molecular formula: C33H65ClNO11PS7
Method: DFT, ωB97M-V/def2-TZVPD

```
119
Properties=species:S:1:pos:R:3:mulliken_charge:R:1
C -0.973 -0.402 5.073 -0.022
C -1.050 0.589 6.248 -0.816
C -2.452 0.866 6.836 -1.022
C -3.614 0.863 5.835 -0.531
C -3.700 2.173 5.045 -0.557
C -4.582 2.023 3.768 -1.611
C -3.686 1.732 2.589 0.625
C -2.912 2.647 1.993 -0.212
C -2.036 2.194 0.887 -0.681
O -1.782 2.899 -0.064 -0.695
C -1.477 0.794 1.036 0.160
C -0.190 0.436 0.625 0.569
C 0.747 1.450 0.013 -0.964
C 1.245 2.378 1.144 -0.088
O 2.471 1.899 1.745 -0.401
C 2.280 1.096 2.821 0.250
O 1.933 1.484 3.893 -0.488
C 0.224 -0.873 0.859 -0.797
C -0.566 -1.814 1.474 1.040
P 0.053 -3.497 1.826 0.528
N 1.605 -3.686 1.619 -0.758
C -1.859 -1.456 1.859 0.498
Cl -2.864 -2.637 2.636 -0.170
C -2.299 -0.162 1.650 0.419
C -3.650 0.317 2.101 -0.605
O -4.643 -0.362 2.078 -0.574
H -0.842 0.161 4.146 -0.368
H -0.082 -1.020 5.171 0.138
H -1.815 -1.085 5.016 0.433
H -0.542 1.512 5.970 0.410
H -0.447 0.169 7.057 0.433
H -2.414 1.878 7.251 0.278
H -2.672 0.192 7.663 0.390
H -4.539 0.779 6.417 0.357
H -3.620 0.008 5.160 0.363
H -4.101 2.971 5.668 0.393
H -2.689 2.441 4.731 0.312
H -5.216 1.144 3.889 0.459
H -5.171 2.917 3.607 0.489
H -2.931 3.668 2.321 0.977
H 0.268 2.104 -0.702 0.116
H 1.620 1.009 -0.465 0.489
H 1.451 3.367 0.751 -0.289
H 0.502 2.436 1.941 0.524
H 2.501 0.034 2.646 0.401
H 1.222 -1.160 0.549 0.146
H -0.736 -4.370 1.050 0.092
H -0.302 -3.740 3.166 0.056
H 2.056 -2.843 1.292 0.246
C -2.316 -0.743 -4.110 -1.108
S -0.573 -0.507 -3.738 0.589
O -0.262 -1.244 -2.482 -0.502
C -0.728 1.224 -3.290 -0.927
H -2.461 -1.787 -4.380 0.337
H -2.917 -0.501 -3.232 0.314
H -2.592 -0.106 -4.950 0.389
H -1.437 1.338 -2.467 0.196
H -1.059 1.794 -4.159 0.538
H 0.252 1.578 -2.979 0.179
C 1.674 6.306 0.068 -0.822
S 2.503 5.743 -1.425 0.490
O 2.960 4.352 -1.167 -0.554
C 3.936 6.814 -1.256 -0.993
H 0.758 5.727 0.181 0.159
H 2.322 6.145 0.929 0.307
H 1.427 7.363 -0.033 0.408
H 4.429 6.616 -0.304 0.312
H 3.617 7.855 -1.312 0.378
H 4.615 6.594 -2.076 0.323
C 2.030 -3.738 -5.365 -0.495
S 2.429 -2.029 -5.725 0.640
O 1.239 -1.424 -6.396 -0.634
C 3.629 -2.387 -7.009 -0.792
H 1.257 -3.746 -4.597 0.254
H 1.665 -4.228 -6.269 0.107
H 2.925 -4.237 -4.991 0.271
H 3.150 -2.965 -7.800 0.063
H 4.458 -2.944 -6.572 0.333
H 3.989 -1.440 -7.407 0.342
C 5.397 -4.846 -1.415 -1.026
S 4.404 -3.802 -2.488 0.632
O 5.158 -3.641 -3.763 -0.637
C 4.628 -2.290 -1.546 -0.885
H 5.422 -5.842 -1.850 0.330
H 6.408 -4.445 -1.349 0.302
H 4.934 -4.888 -0.429 0.365
H 5.691 -2.060 -1.470 0.415
H 4.190 -2.418 -0.555 0.248
H 4.113 -1.491 -2.075 0.265
C 0.542 -5.498 -10.751 -1.016
S 0.824 -4.244 -9.495 0.553
O 0.916 -4.949 -8.190 -0.644
C -0.808 -3.504 -9.577 -0.948
H 1.442 -6.105 -10.825 0.319
H -0.302 -6.124 -10.460 0.311
H 0.347 -5.013 -11.708 0.375
H -1.562 -4.260 -9.359 0.325
H -0.963 -3.080 -10.569 0.374
H -0.846 -2.714 -8.829 0.272
C 2.244 -5.246 6.400 -1.005
S 2.288 -3.456 6.240 0.409
O 0.980 -3.040 5.663 -0.516
C 3.494 -3.414 4.910 -0.793
H 1.510 -5.495 7.163 0.330
H 1.953 -5.690 5.448 0.281
H 3.227 -5.605 6.705 0.402
H 3.125 -3.979 4.054 0.254
H 4.437 -3.831 5.268 0.406
H 3.640 -2.377 4.620 0.209
C -6.435 5.553 0.963 -1.063
S -4.708 5.823 1.367 0.678
O -4.481 5.188 2.693 -0.596
C -4.867 7.581 1.699 -1.094
H -6.569 4.491 0.764 0.299
H -7.058 5.853 1.805 0.328
H -6.690 6.128 0.073 0.438
H -5.599 7.738 2.490 0.331
H -5.173 8.093 0.787 0.401
H -3.895 7.950 2.018 0.329
```

Values from the calculation:
Spin multiplicity: 1
HOMO, eV: -8.007
E_tot, eV: -156938.8658
Largest force on an atom, hartree/bohr: 0.0291
Frontier orbital gap, eV: 7.368
Charge: 0

Molecular formula: C33H65F3O21
Method: DFT, ωB97M-V/def2-TZVPD

```
122
Properties=species:S:1:pos:R:3:mulliken_charge:R:1
O -24.651 -18.712 4.319 -0.586
C -25.065 -17.601 4.343 0.431
O -26.297 -17.299 3.889 -0.388
C -26.358 -15.884 3.705 -0.338
C -25.073 -15.290 4.191 1.723
F -25.411 -14.428 5.241 -0.136
O -24.446 -16.527 4.784 -0.139
H -26.495 -15.689 2.662 0.122
H -27.221 -15.563 4.286 0.252
H -24.239 -14.827 3.674 -0.855
O -22.835 -14.110 7.784 -0.510
C -22.934 -15.297 7.999 0.537
O -24.089 -15.942 8.137 -0.165
C -23.887 -17.286 8.108 -0.296
C -22.425 -17.436 7.810 0.196
F -22.198 -17.809 6.495 -0.233
O -21.918 -16.171 8.098 -0.297
H -24.107 -17.613 9.119 0.461
H -24.436 -17.775 7.353 0.061
H -21.839 -18.176 8.427 0.257
O -26.444 -10.281 6.446 -0.587
C -25.529 -10.795 5.916 0.459
O -25.101 -10.488 4.658 -0.238
C -24.105 -11.461 4.317 0.630
C -23.585 -11.870 5.661 0.909
F -22.796 -10.953 6.194 0.217
O -24.833 -11.851 6.428 -0.372
H -24.593 -12.266 3.858 -0.761
H -23.270 -11.087 3.698 0.469
H -23.255 -12.914 5.796 -0.705
C -20.424 -9.194 11.275 -0.797
O -20.788 -8.745 9.994 -0.317
C -21.609 -9.534 9.296 -0.667
C -21.198 -10.824 8.623 0.227
O -20.382 -10.638 7.484 -0.322
C -19.123 -9.994 7.656 -0.365
C -19.194 -8.576 7.267 -0.128
O -17.924 -8.026 7.479 -0.489
C -17.855 -6.841 6.801 -0.732
H -19.902 -8.383 11.820 0.242
H -19.793 -10.033 11.096 0.343
H -21.310 -9.488 11.837 0.316
H -22.107 -8.871 8.591 0.143
H -22.506 -9.861 9.875 0.491
H -22.068 -11.367 8.292 -0.195
H -20.708 -11.478 9.378 0.352
H -18.358 -10.498 7.074 0.440
H -18.909 -10.084 8.748 0.156
H -20.046 -8.028 7.748 0.142
H -19.445 -8.529 6.236 0.340
H -18.173 -6.886 5.821 0.350
H -16.810 -6.453 6.821 0.338
H -18.459 -6.041 7.281 0.242
C -27.440 -12.969 2.569 -0.636
O -26.696 -13.538 1.531 -0.371
C -25.948 -12.643 0.731 -0.502
C -24.635 -13.312 0.392 -0.676
O -23.684 -13.035 1.371 -0.101
C -22.500 -13.803 1.260 -0.959
C -21.800 -13.818 2.577 0.074
O -22.226 -14.911 3.288 -0.329
C -21.557 -15.072 4.592 -0.703
H -27.985 -12.100 2.189 0.447
H -26.659 -12.531 3.340 0.027
H -27.954 -13.642 3.154 0.353
H -25.875 -11.667 1.203 0.273
H -26.450 -12.484 -0.237 0.357
H -24.219 -12.970 -0.576 0.373
H -24.834 -14.371 0.345 0.386
H -21.794 -13.397 0.484 0.471
H -22.679 -14.854 1.014 0.403
H -21.961 -12.838 3.120 -0.188
H -20.738 -13.934 2.336 0.475
H -21.427 -14.137 5.109 0.261
H -20.568 -15.424 4.412 0.483
H -22.113 -15.806 5.149 0.039
C -30.247 -21.632 7.414 -0.773
O -29.316 -20.779 6.790 -0.288
C -29.701 -19.453 7.064 -0.460
C -28.506 -18.685 6.605 -0.388
O -28.539 -17.296 6.682 -0.299
C -27.992 -16.707 7.842 -0.672
C -27.853 -15.222 7.758 0.057
O -29.136 -14.544 7.907 -0.435
C -28.941 -13.173 7.818 -0.558
H -29.779 -22.667 7.410 0.232
H -31.237 -21.550 6.972 0.304
H -30.382 -21.374 8.447 0.347
H -29.851 -19.284 8.139 0.345
H -30.620 -19.119 6.523 0.310
H -28.436 -18.869 5.503 0.231
H -27.590 -19.079 7.067 0.268
H -27.081 -17.193 8.058 0.398
H -28.712 -16.879 8.605 0.371
H -27.428 -14.910 6.778 -0.135
H -27.161 -14.898 8.510 0.420
H -29.859 -12.608 8.058 0.313
H -28.512 -12.891 6.806 0.154
H -28.150 -12.824 8.546 0.271
C -18.364 -4.712 3.387 -0.904
O -19.239 -5.403 4.306 -0.144
C -20.561 -5.165 3.918 -0.743
C -21.605 -5.856 4.839 -0.125
O -21.322 -7.197 4.682 -0.405
C -22.063 -8.002 5.582 0.506
C -23.517 -7.611 5.673 -1.053
O -24.079 -7.797 4.362 -0.291
C -25.435 -7.302 4.298 -0.894
H -18.156 -3.685 3.737 0.337
H -18.646 -4.586 2.342 0.357
H -17.412 -5.242 3.438 0.257
H -20.681 -5.676 2.942 0.380
H -20.746 -4.089 3.853 0.378
H -22.568 -5.633 4.368 0.133
H -21.573 -5.481 5.870 0.270
H -21.701 -8.065 6.585 -0.551
H -22.001 -9.049 5.252 0.047
H -23.649 -6.647 6.056 0.847
H -24.127 -8.291 6.341 0.508
H -26.020 -7.792 5.118 0.306
H -25.858 -7.570 3.346 0.248
H -25.409 -6.226 4.381 0.338
```

Values from the calculation:
Spin multiplicity: 1
HOMO, eV: -9.041
E_tot, eV: -86416.2089
Largest force on an atom, hartree/bohr: 0.0998
Frontier orbital gap, eV: 9.529
Charge: 0
Structure (SMILES): O=C1OC[C@@H](F)O1.O=C1OC[C@@H](F)O1.O=C1OC[C@@H](F)O1.COCCOCCOC.COCCOCCOC.COCCOCCOC.COCCOCCOC